Formula: C5H6Br2
Source: the Open Molecules 2025 dataset
Level of theory: ωB97M-V with the def2-TZVPD basis set

Geometry (Å):
Br 3.4070 -0.7721 0.0211
C 1.9271 0.1648 -0.6787
C 0.7126 0.0906 -0.1283
C -0.1716 -0.7115 0.9657
C -1.4049 0.0502 0.4618
Br -2.9341 -1.2070 -0.1109
C -0.5536 0.7385 -0.6459
H 2.1569 0.7991 -1.4383
H 0.0566 -0.5871 1.9999
H 0.0885 -1.6546 0.5940
H -1.8248 0.6665 1.2811
H -0.6379 1.9232 -0.6441
H -0.8220 0.4995 -1.6774

Results
- calculated total energy (Ha) = -5342.07094
- HOMO (eV) = -9.26
- SMILES = BrC=C1CC(Br)C1
- F_max (eV Å⁻¹) = 4.06
- ΔE to the lowest compared entry with this formula, charge and spin (eV) = 1.179
- M (g/mol) = 225.91

Formula: C5H6BrFO3
Source: the Open Molecules 2025 dataset
Level of theory: ωB97M-V with the def2-TZVPD basis set

Geometry (Å):
C -0.7465 -0.4052 -1.4711
C 1.5406 -0.3546 0.3391
C 0.1448 -0.2093 0.6581
C 0.0562 -0.0952 -2.6413
C -0.2114 0.7065 1.9310
O -1.3758 -1.4308 -1.2376
O -0.5257 0.4951 -0.4261
O -1.4856 0.5003 2.5231
F 0.4707 1.2001 -2.9009
Br -0.0461 -1.2593 -4.1110
H 2.1693 -0.3703 1.2614
H 2.0717 -0.4368 -0.7227
H -0.3478 -1.1183 0.7390
H -0.0545 1.6370 1.4208
H 0.4639 0.6255 2.7935
H -2.1238 0.5153 1.8448

Results
- calculated total energy (Ha) = -3093.54930
- HOMO (spin up / spin down) (eV) = -8.87 / -9.63
- F_max (eV Å⁻¹) = 3.19
- ΔE to the lowest compared entry with this formula, charge and spin (eV) = 4.834
- M (g/mol) = 213.00

Formula: C5H6BrNO2
Source: the Open Molecules 2025 dataset
Level of theory: ωB97M-V with the def2-TZVPD basis set

Geometry (Å):
C 1.2769 1.4820 0.3040
C 2.3634 1.7732 -0.5140
C 1.2656 0.0929 0.5229
C -2.0531 -1.7853 -0.1409
C -1.7681 -0.4565 0.3095
N 2.9326 0.6320 -0.8937
O 2.2841 -0.3706 -0.3695
O 0.4709 -0.6820 1.1057
Br -1.2360 0.8895 -0.8470
H 0.5177 2.2046 0.8725
H 2.6399 2.7149 -0.7453
H -2.7289 -1.8891 -1.0255
H -2.5315 -2.2372 0.6881
H -1.1584 -2.2357 -0.3788
H -2.2752 -0.1327 1.1119

Results
- calculated total energy (Ha) = -2973.18916
- HOMO (spin up / spin down) (eV) = -8.79 / -8.02
- F_max (eV Å⁻¹) = 3.98
- ΔE to the lowest compared entry with this formula, charge and spin (eV) = 3.317
- M (g/mol) = 192.01